Record 1
DFT (ωB97M-V/def2-TZVPD) results for C9H12 as an isolated structure.

Summary:
HOMO level in eV: -8.430
Gap between HOMO and LUMO in eV: 7.649

Geometry as ORCA input:
```
! wB97M-V def2-TZVPD RIJCOSX def2/J DEFGRID3
* xyz 0 1
C -1.616 -0.899 2.424
C -0.148 0.842 0.107
C -1.646 -1.226 0.826
C -0.868 0.197 1.014
C -1.011 0.379 2.608
C -0.769 1.378 3.635
C 0.906 -1.235 -2.972
C -0.083 0.398 -1.325
C 0.766 -0.870 -1.500
H -1.991 -1.573 3.188
H 0.439 1.708 0.390
H -0.776 0.923 4.627
H -1.561 2.129 3.590
H 0.176 1.894 3.462
H -0.075 -1.371 -3.422
H 1.477 -2.152 -3.094
H 1.417 -0.442 -3.515
H -1.096 0.176 -1.670
H 0.329 1.198 -1.943
H 1.756 -0.722 -1.059
H 0.278 -1.682 -0.958
*
```

***

Record 2
DFT (ωB97M-V/def2-TZVPD) results for C9H12BCl2F4O17Pd as an isolated structure.

Summary:
HOMO level (spin up / spin down) in eV: -6.351 / -6.347
Gap between HOMO and LUMO (spin up / spin down) in eV: 8.656 / 6.771

Geometry as ORCA input:
```
! wB97M-V def2-TZVPD RIJCOSX def2/J DEFGRID3
* xyz -1 3
Pd 18.873 -0.731 -24.585
Cl 18.017 3.069 -24.900
O 18.912 3.961 -25.583
O 17.746 3.557 -23.590
O 16.762 3.007 -25.641
O 18.566 1.733 -24.806
Cl 18.709 -3.833 -24.264
O 19.337 -4.569 -23.201
O 17.603 -2.997 -23.850
O 19.713 -2.928 -24.833
O 18.210 -4.726 -25.262
B 21.152 0.121 -26.072
F 21.083 -0.107 -24.669
F 21.254 1.473 -26.361
F 22.267 -0.512 -26.605
F 19.902 -0.438 -26.490
C 14.713 -2.827 -27.572
C 15.842 -3.711 -28.130
O 16.993 -2.951 -27.741
C 16.653 -1.727 -27.328
O 17.399 -0.931 -26.860
O 15.304 -1.596 -27.314
H 14.266 -3.255 -26.669
H 13.938 -2.772 -28.344
H 15.808 -3.892 -29.203
H 15.915 -4.636 -27.560
C 20.554 -1.942 -19.395
C 21.596 -0.936 -19.932
O 21.074 -0.599 -21.198
C 19.857 -1.079 -21.383
O 19.214 -0.939 -22.370
O 19.479 -1.803 -20.298
H 20.190 -1.661 -18.404
H 20.957 -2.950 -19.303
H 22.512 -1.511 -20.053
H 21.707 -0.032 -19.341
C 13.643 0.891 -24.976
C 13.701 1.531 -23.607
O 14.967 1.074 -23.127
C 15.433 0.118 -23.957
O 16.531 -0.304 -23.938
O 14.475 -0.243 -24.835
H 13.951 1.568 -25.774
H 12.601 0.666 -25.216
H 12.897 1.163 -22.975
H 13.733 2.609 -23.738
*
```

***

Record 3
DFT (ωB97M-V/def2-TZVPD) results for one molecule with the formula C9H12BI2NO4.

Summary:
HOMO level in eV: -9.275
SMILES: C[C@H](I)[C@@H](I)C1=C(B(O)N(C)C)C(=O)OC1=O
Gap between HOMO and LUMO in eV: 8.050

Geometry as ORCA input:
```
! wB97M-V def2-TZVPD RIJCOSX def2/J DEFGRID3
* xyz 0 1
C -2.826 -0.721 2.246
C -1.437 -1.415 1.837
I 0.166 -0.474 2.971
C -1.104 -1.388 0.264
I -2.244 -2.863 -0.904
C -1.191 0.051 -0.414
C -0.176 0.669 -1.198
B 1.308 0.191 -1.662
O 1.402 -0.515 -2.940
N 2.579 0.372 -0.909
C 2.913 -0.793 -0.035
C 2.657 1.682 -0.193
C -0.772 2.098 -1.691
O -0.462 2.734 -2.713
O -1.779 2.430 -0.692
C -2.384 1.131 -0.455
O -3.612 0.877 -0.327
H -3.124 -1.089 3.293
H -2.667 0.426 2.216
H -3.689 -0.933 1.526
H -1.517 -2.524 2.160
H 0.002 -1.722 0.165
H 0.581 -1.067 -2.958
H 2.693 -1.755 -0.633
H 2.365 -0.818 0.968
H 4.062 -0.762 0.123
H 1.799 2.404 -0.410
H 2.834 1.564 0.947
H 3.618 2.207 -0.581
*
```

***

Record 4
DFT (ωB97M-V/def2-TZVPD) results for one molecule with the formula C9H12Br2O3S.

Summary:
HOMO level in eV: -8.381
SMILES: COCCOCCOc1cc(Br)sc1Br
Gap between HOMO and LUMO in eV: 8.580

Geometry as ORCA input:
```
! wB97M-V def2-TZVPD RIJCOSX def2/J DEFGRID3
* xyz 0 1
C -0.159 -1.140 -3.623
O 0.036 -0.915 -2.217
C 1.297 -0.242 -1.911
C 1.844 -0.382 -0.477
O 1.176 0.615 0.328
C 1.306 0.424 1.744
C -0.038 0.840 2.346
O -1.051 -0.004 1.645
C -0.978 -1.368 1.760
C -1.586 -2.106 0.621
C -1.320 -3.434 0.705
Br -1.431 -4.452 -0.964
S -0.374 -3.893 2.153
C -0.365 -2.183 2.756
Br 0.244 -1.728 4.550
H -0.060 -0.183 -4.247
H 0.645 -1.827 -3.896
H -1.087 -1.527 -3.772
H 1.235 0.769 -2.248
H 2.083 -0.637 -2.544
H 1.699 -1.342 -0.051
H 2.947 -0.206 -0.497
H 1.521 -0.664 1.949
H 2.095 0.961 2.180
H 0.053 0.649 3.425
H -0.291 1.882 2.214
H -2.088 -1.470 -0.194
*
```

***

Record 5
DFT (ωB97M-V/def2-TZVPD) results for one molecule with the formula C9H12Br2O3S.

Summary:
HOMO level in eV: -8.338
SMILES: COCCOCCOc1cc(Br)sc1Br
Gap between HOMO and LUMO in eV: 8.843

Geometry as ORCA input:
```
! wB97M-V def2-TZVPD RIJCOSX def2/J DEFGRID3
* xyz 0 1
C 2.136 3.362 3.122
O 1.413 2.501 2.179
C 1.305 3.029 0.820
C 0.132 2.364 0.121
O 0.462 1.132 -0.509
C 0.385 -0.050 0.363
C 0.097 -1.292 -0.449
O -1.302 -1.378 -0.806
C -1.722 -2.513 -1.503
C -0.928 -3.639 -2.009
C -1.706 -4.589 -2.611
Br -0.915 -6.214 -3.285
S -3.409 -4.209 -2.638
C -3.051 -2.694 -1.868
Br -4.413 -1.494 -1.281
H 1.624 4.322 3.302
H 3.134 3.572 2.704
H 2.296 2.811 4.077
H 2.174 2.951 0.236
H 1.076 4.124 0.959
H -0.724 2.246 0.834
H -0.172 3.013 -0.694
H 1.296 -0.166 0.973
H -0.396 -0.009 1.125
H 0.428 -2.176 0.097
H 0.668 -1.309 -1.379
H 0.113 -3.697 -1.878
*
```

***

Record 6
DFT (ωB97M-V/def2-TZVPD) results for C9H12Cl2FO9PbZn as an isolated structure.

Summary:
HOMO level in eV: -17.604
Gap between HOMO and LUMO in eV: 1.548

Geometry as ORCA input:
```
! wB97M-V def2-TZVPD RIJCOSX def2/J DEFGRID3
* xyz 3 1
Pb 3.124 -13.957 7.642
Zn 3.570 -12.131 11.267
O 6.343 -15.647 10.145
C 5.588 -14.680 9.580
O 4.943 -13.857 10.318
O 5.453 -14.786 8.381
H 6.532 -16.132 9.338
C 8.393 -12.671 8.072
C 8.941 -11.435 7.272
C 8.884 -11.436 5.761
O 8.594 -10.094 5.413
C 8.007 -9.476 6.449
O 7.441 -8.333 6.374
O 8.095 -10.257 7.599
H 7.424 -12.811 7.593
H 8.308 -12.546 9.152
H 8.873 -13.646 7.997
H 9.887 -11.086 7.685
H 8.111 -12.136 5.444
H 9.767 -11.814 5.246
C 7.465 -20.031 10.260
Cl 7.841 -20.952 8.737
Cl 6.117 -18.923 9.944
H 7.169 -20.705 11.063
H 8.289 -19.397 10.585
C 9.072 -13.469 11.695
C 9.606 -13.370 13.072
O 10.918 -12.901 12.866
C 11.248 -13.000 11.575
O 12.318 -12.588 11.111
O 10.210 -13.541 10.819
F 9.775 -14.589 13.587
H 8.567 -12.525 11.488
H 8.320 -14.217 11.444
H 8.962 -12.866 13.792
*
```

***

Record 7
DFT (ωB97M-V/def2-TZVPD) results for C9H12Cl2FeN3O3PRh as an isolated structure.

Summary:
HOMO level (spin up / spin down) in eV: -20.538 / -23.758
Gap between HOMO and LUMO (spin up / spin down) in eV: 7.080 / 6.470

Geometry as ORCA input:
```
! wB97M-V def2-TZVPD RIJCOSX def2/J DEFGRID3
* xyz 4 10
Fe -0.536 -1.499 -5.092
Rh 0.550 1.570 -1.659
Cl -0.685 -0.605 -3.089
Cl 1.159 2.924 -3.490
C 1.331 2.909 -0.737
C -0.039 -2.610 -6.435
C -0.178 0.111 -5.879
O 1.860 3.822 -0.237
O 0.709 -3.270 -7.056
O -0.261 0.910 -6.723
C 0.534 -1.615 2.401
N 1.152 -0.279 2.547
C 0.229 0.642 3.255
N -1.102 0.722 2.614
C -1.672 -0.638 2.485
N -0.781 -1.543 1.733
C -0.674 -1.174 0.316
P 0.091 0.528 0.114
C 1.566 0.235 1.246
C -1.041 1.402 1.320
H 0.381 -2.037 3.408
H 1.209 -2.249 1.802
H 0.668 1.646 3.254
H 0.083 0.255 4.280
H -2.643 -0.575 1.974
H -1.791 -1.055 3.501
H -0.056 -1.911 -0.208
H -1.672 -1.162 -0.140
H 2.094 1.188 1.371
H 2.227 -0.505 0.769
H -2.048 1.445 0.878
H -0.665 2.419 1.477
*
```

***

Record 8
DFT (ωB97M-V/def2-TZVPD) results for C9H12Cl2IrN6O2S3 as an isolated structure.

Summary:
HOMO level in eV: -10.757
Gap between HOMO and LUMO in eV: 7.006

Geometry as ORCA input:
```
! wB97M-V def2-TZVPD RIJCOSX def2/J DEFGRID3
* xyz 1 1
Ir 0.832 0.044 0.086
O 1.070 -0.346 2.049
N 0.097 -1.110 2.595
C 0.106 -1.187 3.945
C -0.802 -1.971 4.595
C -1.741 -2.684 3.842
C -1.736 -2.576 2.474
C -0.794 -1.765 1.833
S -0.723 -1.584 0.110
H 0.872 -0.591 4.418
H -0.781 -2.022 5.673
H -2.472 -3.310 4.334
H -2.455 -3.103 1.862
C -3.399 1.836 -0.245
O -2.378 2.438 -1.064
C -1.117 2.537 -0.649
S -0.061 3.453 -1.477
S -0.648 1.627 0.818
H -4.320 1.991 -0.797
H -3.456 2.332 0.722
H -3.206 0.774 -0.102
N 2.066 0.750 -5.006
N 1.255 0.535 -3.912
N -0.051 0.542 -4.003
C -0.411 0.411 -2.738
N 0.665 0.328 -1.946
N 1.735 0.413 -2.719
H 1.508 0.560 -5.832
H 2.855 0.114 -4.954
H -1.430 0.394 -2.396
Cl 2.847 1.570 0.145
C 3.950 0.254 -0.351
Cl 3.104 -1.311 -0.241
H 4.802 0.239 0.317
H 4.218 0.419 -1.387
*
```

***

Record 9
DFT (ωB97M-V/def2-TZVPD) results for a 2-piece molecular cluster, C9H12Cl2NO6P2 overall.

Summary:
HOMO level in eV: -12.512
Gap between HOMO and LUMO in eV: 7.681

Geometry as ORCA input:
```
! wB97M-V def2-TZVPD RIJCOSX def2/J DEFGRID3
* xyz 1 1
O 1.221 -2.619 -2.104
P -0.106 -3.041 -1.683
O -0.893 -3.871 -2.777
O 0.007 -4.036 -0.464
C -1.180 -1.682 -1.071
C -2.505 -1.959 -0.670
P -3.264 -3.669 -0.765
O -2.638 -4.379 0.542
Cl -5.268 -3.304 -0.343
C -3.298 -0.927 -0.178
C -2.779 0.310 -0.079
N -1.538 0.578 -0.471
C -0.757 -0.387 -0.951
Cl 0.786 0.146 -1.379
H -1.334 -3.290 -3.414
H 0.936 -4.283 -0.355
H -2.958 -5.292 0.568
H -4.318 -1.081 0.139
H -3.372 1.116 0.330
H -1.195 1.535 -0.357
O 0.497 3.103 0.204
C 1.581 3.108 0.726
O 2.232 1.977 1.063
C 3.451 2.302 1.767
C 3.775 3.728 1.353
C 2.385 4.321 1.137
H 3.265 2.210 2.838
H 4.229 1.598 1.484
H 4.376 4.262 2.087
H 4.323 3.725 0.410
H 1.963 4.725 2.059
H 2.375 5.075 0.356
*
```

***

no.,M (g mol⁻¹)
1,120.195
2,656.308
3,462.818
4,360.067
5,360.067
6,626.680
7,470.844
8,595.559
9,363.050